1.
The following is a DFT calculation (ωB97M-V with the def2-TZVPD basis set) of a molecular structure, C12H32BrN2O4 at a distorted geometry.

```
51
Properties=species:S:1:pos:R:3:forces:R:3
Br 1.607 1.383 -1.220 3.01 2.31 -1.78
C 1.453 -0.779 2.302 0.02 0.83 -0.15
O 1.174 0.526 1.770 0.14 -0.14 1.96
C -0.022 1.023 2.390 -0.56 -0.09 -2.38
C -0.301 2.467 1.879 0.74 -1.15 -0.88
N -0.277 2.561 0.309 -3.54 0.34 2.70
H -0.512 3.505 0.039 -0.35 0.40 -0.16
H 0.665 2.394 -0.015 1.50 -0.09 -0.30
C -1.089 1.519 -0.470 0.69 0.14 3.20
C -1.474 1.938 -1.807 0.50 1.44 -2.23
O -2.074 3.196 -1.802 -0.88 0.15 0.57
C -3.356 3.231 -1.174 -0.18 1.26 -0.34
H 0.837 -1.547 1.834 -0.54 -0.05 0.09
H 1.419 -0.865 3.388 -0.42 0.30 0.13
H 2.468 -1.068 2.031 -2.06 2.37 1.71
H -0.088 0.949 3.476 0.50 0.27 0.10
H -0.733 0.316 1.962 -0.80 0.42 0.46
H 0.550 3.067 2.202 -0.22 0.29 -0.05
H -1.241 2.847 2.278 0.08 0.01 -0.21
H -1.922 1.160 0.135 0.06 0.54 0.09
H -0.299 0.768 -0.480 -1.35 0.76 0.99
H -2.069 1.233 -2.387 -0.36 -0.41 0.45
H -0.607 2.115 -2.443 0.28 -0.29 0.20
H -3.317 3.858 -0.283 0.10 0.03 0.17
H -3.817 2.291 -0.872 0.32 -0.33 -0.39
H -3.981 3.759 -1.894 -0.39 -0.22 0.19
C -2.563 -1.172 1.162 -1.35 -1.35 0.21
O -1.483 -0.996 0.322 0.93 0.35 -1.45
C -1.727 -1.264 -1.073 1.06 -1.05 0.32
C -0.425 -0.931 -1.761 1.37 -0.53 -0.22
N 0.781 -1.859 -1.346 -0.67 1.15 -1.15
H 0.641 -2.142 -0.387 0.18 -0.16 0.47
H 0.688 -2.672 -1.939 0.12 -0.58 0.09
C 2.231 -1.287 -1.541 -0.42 -2.71 1.38
C 3.219 -2.406 -1.094 0.23 0.87 -2.51
O 2.934 -3.017 0.067 -1.43 -1.91 1.24
C 3.531 -2.561 1.244 -0.29 1.18 -0.51
H -3.420 -0.528 0.965 -0.09 0.18 -0.46
H -2.344 -1.014 2.218 0.59 -0.15 -0.19
H -2.829 -2.213 0.978 -0.84 -0.15 0.69
H -2.551 -0.767 -1.585 -0.08 0.75 0.54
H -1.972 -2.311 -1.248 -0.05 -0.48 0.44
H -0.083 0.060 -1.463 0.12 -1.40 -1.37
H -0.453 -0.969 -2.850 -0.22 -0.12 0.07
H 2.277 -0.438 -0.859 0.33 -0.76 -0.57
H 2.328 -1.076 -2.606 0.11 0.40 0.31
H 4.214 -1.962 -1.090 0.21 0.20 -0.08
H 3.232 -3.196 -1.845 0.06 -0.06 -0.32
H 3.166 -3.187 2.057 0.91 -0.40 -0.04
H 3.031 -1.614 1.450 2.63 -1.64 -1.59
H 4.582 -2.328 1.075 0.29 -0.74 0.55
```
Forces are in eV/Å.

Output
**Energy relative to the best compared isomer or geometry (same formula, charge and spin)**: 6.0662 eV
**Kohn-Sham gap**: 8.789 eV
**Net charge**: +1
**LUMO level**: -2.35 eV

Atomic partial charges in e from the Mulliken method, atoms 1 to 5: Br -0.53; C -0.65; O -0.29; C 0.38; C -0.94

---

2.
The following is a DFT calculation (ωB97M-V with the def2-TZVPD basis set) of 5 unconnected molecules or ions with the total composition C12H32BrNO4P at a distorted geometry.

```
51
Properties=species:S:1:pos:R:3:forces:R:3
C 1.970 3.435 2.273 -1.57 0.16 0.20
C 1.213 2.601 1.785 0.31 -0.05 -1.26
P 0.235 1.533 0.623 0.44 0.91 1.11
C 1.231 0.148 -0.122 0.35 -0.46 -0.68
C 2.401 0.591 -1.121 -1.24 0.35 -0.88
C 2.408 2.119 -1.534 1.21 0.01 -0.66
Br 4.133 -0.022 -0.392 -0.64 0.42 -0.23
N -0.590 2.549 -0.508 0.37 -1.90 1.12
C -1.027 1.828 -1.747 -1.70 0.42 -1.58
C -2.444 1.085 -1.600 0.71 -0.54 -1.38
C -2.308 -0.494 -1.391 -1.19 0.72 0.15
H 2.360 4.341 2.817 -0.21 -1.72 -0.88
H -0.763 0.915 1.453 0.71 0.22 -0.34
H 0.505 -0.511 -0.705 0.63 0.84 0.89
H 1.673 -0.533 0.675 -0.83 1.17 -0.60
H 2.234 0.002 -2.081 0.46 0.62 1.36
H 3.397 2.301 -2.073 -1.27 -0.19 0.72
H 2.388 2.847 -0.674 -0.12 -0.89 -0.81
H 1.613 2.377 -2.308 0.82 -0.48 1.23
H -1.475 2.801 -0.030 0.76 0.30 -0.23
H -0.250 1.142 -2.192 -0.77 0.72 0.82
H -1.202 2.637 -2.533 0.50 -0.89 1.10
H -3.116 1.578 -0.837 0.84 -0.51 -0.69
H -2.957 1.224 -2.610 0.62 0.00 1.35
H -3.135 -0.970 -2.014 1.11 0.42 0.95
H -1.325 -0.914 -1.740 -1.08 0.48 0.48
H -2.537 -0.713 -0.305 0.55 -0.20 -1.19
C -1.035 -0.941 3.891 -0.21 -0.36 0.02
O -2.230 -1.132 3.145 0.01 0.05 -0.22
H -0.638 0.050 3.667 -0.08 -0.02 0.04
H -1.249 -1.009 4.959 0.25 0.09 0.03
H -0.300 -1.699 3.608 0.18 0.10 0.16
H -2.564 -2.012 3.358 -0.06 0.20 -0.08
C 0.835 -3.766 -1.601 -0.05 -0.19 0.16
O -0.150 -2.792 -1.262 -0.01 0.19 0.15
H 1.446 -3.379 -2.416 -0.11 0.04 0.05
H 1.472 -3.965 -0.736 0.11 -0.12 -0.12
H 0.347 -4.688 -1.922 0.18 -0.04 -0.04
H -0.677 -3.157 -0.540 -0.01 0.10 -0.17
C 5.434 2.694 3.443 -0.04 -0.20 -0.18
O 4.441 1.681 3.555 -0.22 -0.01 -0.03
H 5.575 3.153 4.421 -0.07 -0.10 -0.04
H 6.377 2.254 3.112 0.09 0.22 0.02
H 5.108 3.456 2.730 0.20 0.14 0.01
H 4.333 1.289 2.680 0.03 -0.03 0.15
C -5.544 -3.320 -2.593 0.23 0.09 -0.12
O -4.336 -3.701 -1.944 0.19 0.04 0.11
H -6.375 -3.833 -2.112 0.14 0.01 0.02
H -5.687 -2.239 -2.505 -0.21 -0.01 -0.08
H -5.504 -3.605 -3.647 -0.21 0.06 -0.02
H -3.617 -3.235 -2.386 -0.08 -0.19 0.09
```
Forces are in eV/Å.

Output
**Kohn-Sham gap**: 9.320 eV
**Net charge**: +1
**LUMO level**: -3.06 eV

Atomic partial charges in e from the Mulliken method, atoms 1 to 5: C 0.69; C -1.06; P 0.42; C 0.04; C 0.01

---

3.
The following is a DFT calculation (ωB97M-V with the def2-TZVPD basis set) of a molecular structure, C12H32FInN5O4 at a distorted geometry.

```
55
Properties=species:S:1:pos:R:3:forces:R:3
N -0.359 -2.577 -0.273 -0.94 -4.03 1.47
H -1.140 -2.993 -0.760 0.10 -0.58 -0.80
H -0.528 -1.583 -0.216 0.04 0.02 0.05
H 0.549 -2.848 -0.623 0.24 -0.28 -0.26
H -0.494 -2.922 0.667 0.45 -0.61 0.66
In -2.326 0.898 -0.869 1.54 2.05 0.76
F -0.444 -0.371 -0.363 -4.38 3.27 1.69
C -1.282 4.256 1.906 -0.71 -0.27 -0.29
C -0.912 3.118 1.023 1.52 0.40 2.31
O -1.808 2.584 0.367 -1.74 0.41 -3.85
N 0.302 2.625 1.139 -0.94 1.21 0.05
C 0.884 1.628 0.308 0.42 2.55 0.74
H -0.919 5.142 1.386 -0.21 0.40 0.43
H -0.917 4.152 2.928 0.43 0.15 -0.21
H -2.370 4.211 1.965 0.04 0.62 -0.08
H 0.910 3.209 1.695 0.34 -0.16 0.05
H 1.231 0.761 0.869 -1.38 2.23 0.98
H 1.754 2.081 -0.168 -0.16 0.46 0.59
H 0.297 1.234 -0.522 -0.62 2.42 0.89
C -1.481 -1.494 -4.320 -0.60 -0.39 0.60
C -1.148 -0.882 -2.999 4.68 -2.75 -0.55
O -1.991 -0.186 -2.426 -4.03 2.28 0.60
N 0.007 -1.130 -2.343 -1.29 -0.24 -5.10
C 1.150 -1.780 -2.969 -0.25 -1.00 0.13
H -1.292 -2.565 -4.247 0.69 -0.01 -0.34
H -0.957 -1.001 -5.139 0.06 -0.20 -0.06
H -2.560 -1.485 -4.476 0.03 0.62 -0.10
H 0.088 -0.693 -1.436 0.43 -0.55 -2.42
H 1.046 -2.838 -2.726 0.32 -0.33 -0.50
H 2.073 -1.430 -2.505 -0.32 -0.13 -0.33
H 1.142 -1.638 -4.050 0.24 -0.08 0.17
C -2.688 -0.198 3.242 0.27 0.33 -0.15
C -1.872 0.103 1.978 0.44 -2.37 4.22
O -2.434 0.622 1.030 -3.38 -0.66 -0.79
N -0.608 -0.257 1.919 -1.02 -0.68 0.77
C -0.010 -1.204 2.795 0.26 -1.17 2.87
H -3.610 0.373 3.353 0.20 0.35 -0.54
H -2.120 -0.034 4.158 0.18 -0.21 -0.12
H -3.040 -1.229 3.214 0.29 -0.26 -0.03
H -0.113 -0.124 1.049 -0.49 0.46 1.29
H 0.834 -1.708 2.324 -1.37 -0.44 1.27
H -0.610 -2.022 3.194 -0.80 0.44 -0.09
H 0.416 -0.673 3.647 0.12 -0.27 0.22
C 2.305 -0.657 1.509 0.38 -0.91 -0.01
C 2.787 0.026 0.281 -0.55 -1.19 -0.63
O 3.834 0.537 0.240 3.66 1.55 -0.23
N 1.891 0.196 -0.731 1.07 -4.58 -2.83
C 2.190 0.753 -2.018 1.11 0.22 -0.10
H 1.309 -1.090 1.422 1.67 1.11 -1.45
H 2.364 0.028 2.355 -0.28 0.13 0.00
H 2.911 -1.498 1.846 0.53 -0.02 -0.46
H 0.939 -0.097 -0.562 3.13 -0.02 -0.20
H 2.403 1.822 -1.987 0.28 0.10 0.14
H 1.352 0.638 -2.705 0.19 0.00 0.12
H 3.066 0.212 -2.375 0.10 0.58 -0.52
```
Forces are in eV/Å.

Output
**Kohn-Sham gap**: 5.252 eV
**Net charge**: +3
**LUMO level**: -12.86 eV

Atomic partial charges in e from the Mulliken method, atoms 1 to 5: N 0.34; H 0.39; H -1.05; H 0.36; H 0.44

---

4.
The following is a DFT calculation (ωB97M-V with the def2-TZVPD basis set) of a molecular structure, C12H32KNO5 at a distorted geometry.

```
51
Properties=species:S:1:pos:R:3:forces:R:3
K -0.259 0.339 -0.609 -0.51 -0.43 -1.06
C -2.018 -2.420 -2.020 0.24 -0.22 0.67
C -2.536 -1.280 -2.895 0.14 0.15 -0.85
O -1.748 -0.173 -2.924 0.34 0.17 1.00
H -1.719 -2.078 -1.011 -0.38 0.13 -0.06
H -1.095 -2.873 -2.402 -0.16 0.01 -0.32
H -2.783 -3.195 -1.884 0.16 -0.09 -0.03
H -3.602 -1.090 -2.615 0.10 0.06 0.26
H -2.636 -1.726 -3.920 -0.06 -0.04 0.15
C -1.919 -1.591 4.779 -0.36 0.10 0.50
O -0.677 -1.341 4.188 0.26 -0.29 -0.32
C -0.709 -0.239 3.323 -0.91 1.00 0.53
C 0.674 0.094 2.886 0.97 0.40 -0.93
N 1.109 -0.699 1.715 -0.59 0.12 0.59
C 2.446 -0.383 1.256 0.86 -0.51 0.23
C 2.838 -1.213 0.055 -0.04 0.27 -0.29
O 2.128 -0.757 -1.086 -0.13 -0.27 0.63
C 2.459 -1.472 -2.249 0.44 0.47 -0.99
H -2.147 -0.820 5.531 -0.04 -0.03 -0.14
H -1.866 -2.547 5.296 0.03 -0.05 -0.08
H -2.737 -1.615 4.051 0.08 -0.05 -0.06
H -1.122 0.659 3.828 0.20 -0.30 0.28
H -1.419 -0.353 2.496 0.30 -0.47 -0.19
H 1.374 -0.021 3.725 -0.13 -0.04 0.09
H 0.729 1.152 2.603 -0.12 -0.05 -0.02
H 1.122 -1.651 2.071 -0.05 -0.16 -0.43
H 3.189 -0.620 2.036 0.05 0.29 -0.01
H 2.586 0.665 0.977 -0.38 0.12 0.21
H 2.638 -2.270 0.272 0.01 -0.05 -0.24
H 3.908 -1.080 -0.149 0.06 -0.17 0.17
H 3.536 -1.386 -2.461 -0.04 -0.25 0.25
H 1.978 -0.973 -3.092 -0.31 -0.11 0.17
H 2.159 -2.521 -2.229 -0.04 -0.02 0.21
C -4.075 1.225 0.287 -0.43 -0.07 0.51
C -3.243 2.044 1.240 0.39 0.39 0.22
O -1.868 1.624 1.135 0.32 -0.51 -0.09
H -3.819 1.386 -0.757 0.07 -0.05 -0.04
H -5.130 1.454 0.464 0.03 0.13 -0.21
H -3.975 0.169 0.546 0.18 -0.03 -0.23
H -3.550 1.887 2.280 -0.03 -0.16 -0.07
H -3.319 3.122 1.082 -0.01 -0.06 -0.29
H -1.220 2.322 1.039 -0.52 0.61 0.22
C 3.576 1.984 -3.739 0.67 -0.19 0.55
C 2.807 2.444 -2.505 0.08 0.28 0.51
O 1.418 2.118 -2.660 0.44 0.22 0.40
H 4.328 1.260 -3.411 -0.13 -0.15 -0.24
H 4.151 2.768 -4.229 -0.30 0.21 -0.02
H 2.919 1.507 -4.461 -0.13 0.04 0.02
H 2.931 3.510 -2.263 -0.15 0.06 -0.66
H 3.210 1.992 -1.585 -0.12 -0.48 -0.28
H 0.973 2.660 -2.004 -0.36 0.07 -0.20
```
Forces are in eV/Å.

Output
**Energy relative to the best compared isomer or geometry (same formula, charge and spin)**: 1.3877 eV
**Kohn-Sham gap**: 5.195 eV
**Net charge**: 0
**LUMO level**: -0.49 eV

Atomic partial charges in e from the Mulliken method, atoms 1 to 5: K 0.58; C -0.62; C -0.34; O -0.85; H -0.04

---

For each record above, in turn, the calculated HOMO level values are -11.139 -12.376 -18.107 -5.680 eV.